18
Properties=species:S:1:pos:R:3:forces:R:3:nbo_charge:R:1 method="wB97M-V/def2-TZVPD" homo_energy_ev=-15.38 gap_ev=12.131 smiles=CC[NH2+]CCO total_charge=+1
C -1.405 1.403 0.547 -1.87 0.45 -0.12 -0.690
C -0.299 1.207 -0.452 0.96 0.96 -0.49 -0.238
N 0.923 0.567 0.134 -0.23 -1.87 1.72 -0.499
C 0.704 -0.860 0.771 -0.79 1.89 -0.57 -0.234
C 0.190 -1.789 -0.337 -0.27 0.90 -0.81 -0.110
O 0.594 -1.381 -1.666 0.50 -0.37 1.28 -0.723
H -2.177 0.630 0.532 0.40 -0.32 0.15 0.238
H -1.981 2.273 0.210 0.13 -0.05 -0.27 0.266
H -1.243 1.701 1.586 0.88 -0.40 -0.09 0.246
H -0.563 0.676 -1.359 -0.25 -0.31 0.17 0.257
H 0.034 2.191 -0.797 0.14 -0.13 0.07 0.232
H 1.204 1.138 0.934 0.26 0.10 -0.29 0.429
H 1.739 0.365 -0.449 -0.42 0.83 -0.66 0.451
H 1.624 -0.980 1.334 0.07 -0.83 -0.22 0.229
H -0.141 -0.719 1.446 0.33 -0.11 0.36 0.233
H 0.397 -2.832 -0.112 -0.04 -0.03 -0.07 0.225
H -0.877 -1.597 -0.396 -0.23 -0.50 0.41 0.199
H 1.277 -1.994 -1.925 0.44 -0.21 -0.59 0.490